ORCA calculation (the ωB97M-V functional and the def2-TZVPD basis) on 2 unconnected molecules or ions with the total composition C8H11IOP at a distorted geometry.

Kohn-Sham gap (alpha / beta) (eV): 5.2819 / 8.9671
Electronic energy (eV): -27900.1096
Relative energy (zero: lowest compared OMol25 entry of this formula, charge and spin) (eV): 1.9086
Total charge: +1
Maximum force (eV Å⁻¹): 3.962

Bonds (Å) are listed after each position.
Atoms and positions in Å:
1 C -2.0266 2.7589 -0.2226  C2 1.391, C3 1.346, H12 1.074
2 C -0.7207 3.2111 -0.3800  C1 1.391, C4 1.353, H13 1.037
3 C -2.2711 1.4764 0.1039  C1 1.346, C5 1.393, H14 1.018
4 C 0.3383 2.3781 -0.2540  C2 1.353, C6 1.453, H15 1.038
5 C -1.2670 0.5112 0.0980  C3 1.393, C6 1.426, H16 1.043
6 C 0.0761 0.9615 -0.0643  C4 1.453, C5 1.426, P10 1.807
7 C 1.0599 -2.8057 -2.2284  H17 1.091, H18 1.041, H19 1.014
8 C 1.2670 -0.9175 1.9955  O9 1.413, P10 1.843, H20 1.109, H21 1.233
9 O -0.0641 -1.3841 2.0728  C8 1.413, H22 0.993
10 P 1.3548 -0.2706 0.2719  C6 1.807, C8 1.843, I11 2.343
11 I 3.4906 0.6929 0.2392  P10 2.343
12 H -2.6945 3.5882 -0.3606  C1 1.074
13 H -0.6326 4.2386 -0.4915  C2 1.037
14 H -3.2392 1.2311 0.3029  C3 1.018
15 H 1.2402 2.8910 -0.2644  C4 1.038
16 H -1.6153 -0.4444 0.3310  C5 1.043
17 H 1.6104 -1.8754 -2.3752  C7 1.091
18 H 0.0570 -2.7788 -2.5051  C7 1.041
19 H 1.7450 -3.5013 -1.9553  C7 1.014
20 H 1.4942 -0.1766 2.7893  C8 1.109
21 H 2.0102 -1.9016 1.9948  C8 1.233
22 H -0.2625 -2.2146 2.5792  O9 0.993